{
  "formula": "C5H8O2",
  "method": "ωB97M-V/def2-TZVPD",
  "elements": ["C", "C", "C", "C", "O", "C", "O", "H", "H", "H", "H", "H", "H", "H", "H"],
  "coordinates": [[1.39364, 0.41328, 0.66917], [0.32046, 1.23301, -0.08079], [-1.12044, 0.64824, -0.10532], [-1.12668, -0.84761, 0.05793], [-1.48937, -1.43870, 1.05325], [-0.60223, -1.69890, -1.09946], [-0.44603, -1.26393, -2.21294], [1.03093, -0.54932, 1.04104], [1.77793, 0.95210, 1.53973], [2.24240, 0.19909, 0.01379], [0.64804, 1.38614, -1.11337], [0.25682, 2.22846, 0.36850], [-1.74254, 1.06374, 0.69572], [-1.57649, 0.88714, -1.07361], [-0.40036, -2.75327, -0.81625]],
  "atomic_forces_ev_per_a": [[0.07, -0.01, 0.05], [0.06, 0.08, -0.09], [-0.08, -0.04, 0.07], [-0.14, -0.08, 0.46], [0.11, 0.27, -0.47], [0.13, 0.08, -0.46], [-0.04, -0.21, 0.51], [0.01, 0.13, -0.02], [-0.06, -0.07, -0.12], [-0.08, 0.04, 0.11], [-0.08, -0.07, 0.15], [-0.02, -0.12, -0.14], [0.18, -0.12, -0.14], [0.02, -0.01, 0.20], [-0.06, 0.13, -0.11]],
  "lowdin_charge": [-0.09, -0.22, -0.12, -0.39, 0.10, -0.16, 0.09, 0.06, 0.07, 0.07, 0.10, 0.10, 0.12, 0.12, 0.13],
  "lumo_ev": -0.4,
  "largest_force_ev_per_a": 0.6,
  "smiles": "CCCC(=O)C=O",
  "e_tot_ha": -345.7661,
  "relative_energy_kcal_mol": 24.37
}